(1)
110
Properties=species:S:1:pos:R:3:forces:R:3:mulliken_charge:R:1 method="wB97M-V/def2-TZVPD" gap_ev=7.11 total_charge=-1 total_energy_ev=-228521.999 multiplicity=1 relative_energy_kj_mol=184.0
Sr -0.6302 0.7760 -0.0688 1.1 -0.5 -0.1 1.37
O -0.6943 -1.6701 -0.5170 -0.2 -0.3 -0.5 -0.01
N -0.6744 -2.0001 -1.7689 -0.2 -0.3 0.2 -1.57
N -0.6946 -1.0048 -2.5547 -0.1 0.0 -0.1 1.48
O -0.7533 0.2269 -2.1561 0.0 -1.3 -2.7 -0.57
C -0.6824 -1.2470 -3.9645 0.0 -0.1 -0.4 0.34
C -1.1324 -0.2339 -4.8025 0.0 0.0 0.3 -0.61
C -1.0973 -0.4174 -6.1742 0.0 -0.1 0.0 -0.68
C -0.6078 -1.6029 -6.7048 0.0 0.1 -0.1 -0.45
C -0.1578 -2.6071 -5.8588 0.0 0.0 0.0 -0.83
C -0.1899 -2.4372 -4.4846 0.0 0.0 0.2 -0.13
H -1.4924 0.6801 -4.3533 0.0 0.0 0.0 0.37
H -1.4417 0.3718 -6.8296 0.0 0.0 0.0 0.41
H -0.5732 -1.7415 -7.7781 0.0 0.0 0.0 0.38
H 0.2402 -3.5230 -6.2765 0.0 0.0 0.0 0.41
H 0.1719 -3.2041 -3.8128 0.0 0.0 0.0 0.49
C -2.8999 2.3699 6.4535 0.0 0.0 -0.1 -1.42
C -3.8353 2.0611 5.3190 0.1 0.0 0.1 1.14
C -5.0024 1.3452 5.5318 -0.1 0.0 -0.1 -0.73
C -5.8890 1.1194 4.4896 0.1 0.1 0.0 0.24
Cl -7.3340 0.1924 4.7866 -0.1 -0.1 0.0 -0.27
C -5.6362 1.6285 3.2317 0.0 0.0 0.1 -0.98
C -4.4661 2.3394 3.0072 0.0 0.0 -0.1 -0.49
C -3.5456 2.5279 4.0280 -0.2 0.0 0.1 0.73
O -2.3590 3.1831 3.9098 0.1 -0.1 -0.1 -0.40
C -1.8973 3.6842 2.6583 0.0 0.0 -0.2 -1.46
C -1.3986 2.6185 1.6524 -0.4 0.8 0.7 1.71
O -0.2219 2.7192 1.2447 0.3 0.9 0.6 -0.82
O -2.2141 1.7403 1.2798 -0.9 0.5 1.1 -0.76
H -3.1815 1.8168 7.3492 0.0 0.0 0.0 0.39
H -2.9236 3.4375 6.6838 0.0 0.0 0.0 0.31
H -1.8755 2.1260 6.1801 0.1 0.0 0.0 0.18
H -5.2310 0.9606 6.5179 0.0 0.0 0.0 0.35
H -6.3216 1.4655 2.4118 0.0 0.0 0.0 0.54
H -4.2786 2.6955 2.0082 0.1 0.0 0.0 0.30
H -1.0575 4.3257 2.9100 0.0 0.0 0.0 0.35
H -2.6728 4.2867 2.1708 0.0 0.0 0.0 0.32
C 0.2436 -5.9432 0.0047 0.0 -0.2 -0.1 -0.87
O 0.7943 -4.6332 -0.0434 0.1 0.2 0.2 -0.14
C 1.5716 -4.3704 -1.0993 -0.2 -0.4 0.0 -0.37
O 1.7838 -5.1942 -1.9612 0.1 0.1 0.0 -0.60
C 2.0246 -2.9658 -1.1855 0.1 0.3 -0.2 1.18
C 3.0150 -2.6838 -2.0573 -0.4 0.1 0.2 -0.86
As 4.7812 -3.4836 -1.8179 0.1 -0.3 -0.1 -0.01
C 4.4292 -4.9964 -0.6028 -0.1 0.0 0.0 -0.98
C 4.8560 -2.1573 -0.2915 -0.2 0.0 0.1 0.86
C 3.8417 -1.6194 0.4028 0.3 0.1 0.0 0.04
As 1.8021 -1.5544 0.1613 0.6 -0.4 -0.2 2.44
C 1.5196 -2.5973 1.7972 -0.1 -0.2 0.0 -1.45
C 4.1457 -0.7472 1.5760 0.2 0.3 0.2 -0.54
O 4.3387 -1.1389 2.6984 0.0 0.0 -0.1 -0.62
O 4.0327 0.5495 1.2286 -0.1 0.0 -0.1 -0.11
C 4.3502 1.5212 2.2290 0.0 -0.1 0.1 -0.90
C 6.2474 -1.7751 0.0699 0.2 0.0 0.2 0.14
O 6.5838 -0.8388 0.7517 0.0 0.0 0.0 -0.60
O 7.1458 -2.6263 -0.4666 -0.1 -0.1 -0.1 -0.34
C 8.5159 -2.3194 -0.2200 0.1 0.1 0.0 -0.76
C 3.2225 -1.3260 -2.6385 0.2 0.4 -0.4 0.26
O 4.2772 -0.9683 -3.1180 0.0 -0.1 0.2 -0.67
O 2.1089 -0.5975 -2.7183 -0.1 -0.1 0.2 0.14
C 2.2372 0.6984 -3.3272 0.1 0.1 -0.1 -0.68
H -0.4185 -5.9637 0.8655 0.0 0.1 0.0 0.24
H 1.0330 -6.6878 0.1191 0.0 0.0 0.0 0.29
H -0.3110 -6.1614 -0.9074 0.0 0.0 0.0 0.30
H 4.0610 -5.8610 -1.1515 0.0 0.1 -0.1 0.38
H 3.7210 -4.7349 0.1839 0.0 0.0 0.0 0.15
H 5.3829 -5.2531 -0.1394 0.0 0.1 0.0 0.40
H 2.1220 -3.5010 1.7991 0.0 0.0 0.0 0.60
H 0.4655 -2.8474 1.8780 0.0 0.0 -0.1 0.35
H 1.8174 -1.9774 2.6416 0.0 0.1 -0.1 0.50
H 5.3935 1.8150 2.1173 0.0 0.0 0.0 0.28
H 4.1960 1.1020 3.2215 0.0 0.0 0.0 0.41
H 3.6978 2.3760 2.0639 0.0 0.0 0.0 0.23
H 9.0909 -2.9391 -0.9020 0.0 0.0 0.0 0.25
H 8.7786 -2.5461 0.8135 0.0 0.0 0.0 0.30
H 8.7093 -1.2644 -0.4061 0.0 0.0 0.0 0.31
H 1.2857 1.1985 -3.1852 0.0 -0.1 0.0 0.00
H 2.4572 0.5819 -4.3877 0.0 0.0 0.0 0.29
H 3.0449 1.2543 -2.8525 0.0 0.0 0.0 0.33
N -2.2177 -1.3293 2.2328 0.0 0.1 0.0 -0.30
C -1.2233 -0.6045 2.8299 0.3 -0.2 0.3 -0.20
C -1.1877 -0.4278 4.2241 -0.1 0.0 0.0 -1.24
C -0.1346 0.2603 4.7797 -0.1 0.0 -0.1 -0.43
C 0.8679 0.7721 3.9579 0.1 0.0 0.0 -1.49
C 0.7727 0.5167 2.6104 0.1 0.0 0.4 -0.38
N -0.2341 -0.1554 2.0514 0.1 -0.9 1.9 1.66
H -3.1306 -1.2879 2.6553 0.0 0.0 0.0 0.31
H -2.2133 -1.3391 1.2223 0.0 -0.1 0.0 0.07
H -1.9860 -0.8328 4.8328 0.0 0.0 0.0 0.45
H -0.0726 0.3928 5.8520 -0.1 0.0 0.0 0.56
H 1.6920 1.3471 4.3551 0.0 -0.1 0.0 0.53
H 1.5426 0.8627 1.9286 0.0 0.1 0.0 0.77
O -5.0448 6.0853 -4.7611 0.0 -0.1 0.1 -0.65
N -5.3658 5.2326 -3.9460 -0.2 0.2 -0.1 1.03
O -6.5236 5.0127 -3.6163 0.1 0.0 0.0 -0.66
C -4.3262 4.4512 -3.3343 0.4 -0.3 0.2 -0.80
C -3.0124 4.5860 -3.7584 0.0 0.1 -0.1 -0.19
C -2.0050 3.8637 -3.1666 -0.3 -0.3 0.3 -0.89
C -2.2451 2.9733 -2.0339 0.1 0.1 -0.1 0.63
O -1.3636 2.4922 -1.3202 -0.7 1.5 -1.0 -0.35
C -3.6681 2.7584 -1.7838 0.4 0.3 -0.3 -0.14
C -4.6509 3.5069 -2.3598 -0.3 0.0 -0.1 -0.16
N -4.0743 1.6985 -0.8840 -0.3 -0.3 0.3 1.18
O -5.0655 1.8827 -0.1935 0.1 0.0 -0.1 -0.64
O -3.4498 0.6528 -0.9098 -0.1 0.1 0.0 -0.54
N -0.6731 4.0166 -3.7257 0.3 0.3 -0.2 1.10
O 0.2409 3.3372 -3.3004 -0.2 0.0 0.0 -0.60
O -0.5325 4.8333 -4.6326 0.0 -0.1 0.2 -0.72
H -2.7728 5.2531 -4.5720 0.0 0.0 0.0 0.65
H -5.6879 3.3568 -2.0969 0.0 0.0 0.1 0.64

---

(2)
25
Properties=species:S:1:pos:R:3:forces:R:3:mulliken_spin:R:1 method="wB97M-V/def2-TZVPD" gap_ev="4.92 / 6.62" total_charge=-2 s_squared=12.02 total_energy_ev=-109836.253 multiplicity=7 relative_energy_kj_mol=0.0
Co 0.3938 -0.8573 -0.2210 0.2 1.0 0.7 2.76
Cl 1.8638 -2.5859 0.1754 0.3 -0.6 -0.3 0.06
C 1.0940 0.5887 1.0658 0.4 -0.4 0.5 0.24
H 0.2661 1.2087 1.4553 0.5 -0.3 0.0 -0.03
H 1.9190 1.1942 0.6594 -0.2 -0.1 0.3 -0.06
H 1.4657 -0.0986 1.8546 0.0 0.4 0.0 0.03
Ni 0.8538 1.1786 -2.2031 0.0 -1.2 -0.1 1.60
C -0.5555 -0.5158 -2.1252 0.1 -1.8 -0.7 0.17
C 2.7451 1.6520 -2.2618 0.1 -0.2 -0.5 0.10
C -0.0914 1.8562 -0.8113 -1.9 3.5 0.8 1.23
H 2.8460 2.7337 -2.1566 0.1 0.0 0.1 0.00
H 3.2623 1.1140 -1.4689 0.1 0.1 0.0 0.00
H 3.0880 1.3326 -3.2496 0.5 0.1 -0.1 0.01
H -1.4944 0.0447 -2.2680 0.4 -0.2 0.0 -0.01
H -0.0661 -0.7942 -3.0861 -0.6 0.2 0.0 -0.02
H -0.8773 -1.5514 -1.7568 0.2 0.9 -0.4 -0.01
H 0.3229 2.6140 -0.0599 -0.9 -0.9 -1.1 -0.05
H -1.2055 1.9722 -1.0671 1.2 -0.1 0.9 -0.04
F -3.6328 -1.4980 3.5382 0.7 -0.7 -0.3 0.00
C -2.5444 -2.0023 2.8824 1.0 0.6 -0.7 0.01
F -1.6198 -2.3816 3.8283 -1.0 0.1 -0.4 0.00
F -2.9256 -3.1268 2.2185 -0.1 0.5 0.7 0.00
C -1.8628 -0.9192 1.9013 0.4 0.7 -0.6 0.00
O -2.1245 0.2600 2.1605 -0.1 -1.1 0.0 0.00
O -1.1205 -1.4185 0.9959 -1.7 -0.4 1.4 0.01

---

(3)
15
Properties=species:S:1:pos:R:3:forces:R:3:nbo_charge:R:1 method="wB97M-V/def2-TZVPD" gap_ev=10.02 smiles="C[C@@]1(O)CCC1=O" total_energy_ev=-9408.695 multiplicity=1 relative_energy_kj_mol=109.7
C 0.2076 1.6459 -0.3810 0.0 0.1 0.0 -0.64
C 0.4058 0.1550 -0.2515 -0.1 0.2 0.1 0.15
O 1.5638 -0.3248 -0.8970 0.0 0.0 -0.2 -0.70
C 0.2953 -0.4918 1.1540 0.1 0.1 0.1 -0.41
C -0.8741 -1.3740 0.6550 -0.1 -0.2 0.0 -0.53
C -0.9232 -0.5654 -0.6147 -0.4 0.0 -0.3 0.59
O -1.6956 -0.4710 -1.5301 0.4 0.1 0.3 -0.52
H 1.0806 2.2116 -0.0488 0.0 -0.1 0.0 0.22
H -0.0066 1.8707 -1.4319 0.1 0.1 0.1 0.22
H -0.6670 1.9516 0.2011 0.1 0.1 -0.1 0.22
H 1.6101 0.0639 -1.7793 0.0 -0.1 0.0 0.47
H 1.1826 -1.0506 1.4591 -0.1 0.2 -0.1 0.23
H 0.0400 0.2269 1.9386 -0.1 -0.1 -0.2 0.21
H -0.4538 -2.3051 0.2633 -0.1 -0.4 0.4 0.24
H -1.7656 -1.5429 1.2631 0.1 0.0 -0.2 0.23

---

(4)
22
Properties=species:S:1:pos:R:3:forces:R:3:nbo_charge:R:1 method="wB97M-V/def2-TZVPD" gap_ev=9.44 smiles=C[SiH](c1ccoc1)c1ccoc1 total_energy_ev=-21466.086 multiplicity=1 relative_energy_kj_mol=0.0
C -1.1006 0.2155 -2.2727 0.8 0.1 0.6 -1.06
Si 0.2930 0.3878 -0.9486 -1.0 0.3 0.0 1.38
C -0.2854 1.2816 0.6216 -0.8 -0.3 -0.4 -0.54
C 0.3624 2.3390 1.3005 0.1 1.5 0.5 -0.29
C -0.5412 2.9477 2.1450 1.4 -1.1 -1.7 0.08
O -1.7234 2.2789 2.0731 -0.1 -0.4 -0.1 -0.40
C -1.5404 1.2510 1.1795 0.3 0.2 -1.0 0.11
C 0.7642 -1.2741 -0.3933 0.9 -1.1 -1.5 -0.59
C 0.3749 -2.0022 0.7155 0.5 -2.6 1.9 -0.29
C 1.0657 -3.2160 0.6934 -1.4 1.5 0.6 0.09
O 1.7963 -3.3226 -0.4276 0.2 1.5 -0.8 -0.39
C 1.5983 -2.1232 -1.0740 0.1 0.9 -0.1 0.11
H -0.8961 -0.6135 -2.9529 0.2 0.0 0.1 0.24
H -1.2576 1.1109 -2.8670 0.0 0.2 0.0 0.24
H -2.0183 -0.0368 -1.7569 -0.3 0.0 0.1 0.23
H 1.5209 1.0034 -1.4972 -0.1 0.2 0.0 -0.17
H 1.3578 2.7157 1.0790 -0.2 -0.1 0.2 0.23
H -0.3898 3.9201 2.5807 -0.7 -0.2 0.7 0.21
H -2.3784 0.6270 0.8414 0.2 0.6 0.8 0.21
H -0.2944 -1.6952 1.4939 -0.1 0.1 0.3 0.23
H 1.1624 -3.9947 1.4284 -0.1 -0.2 -0.2 0.20
H 2.1296 -1.8003 -1.9618 0.3 -1.1 0.0 0.20

---

(5)
61
Properties=species:S:1:pos:R:3:forces:R:3:mulliken_spin:R:1 method="wB97M-V/def2-TZVPD" gap_ev="7.21 / 7.01" total_charge=-1 s_squared=6.04 total_energy_ev=-56439.143 multiplicity=5 relative_energy_kj_mol=0.0
Ru -0.2194 -0.7205 1.4500 -0.5 -0.2 0.9 3.26
O -1.7610 -4.0851 3.0675 -0.1 0.1 0.0 0.04
C -1.5499 -2.9714 2.6691 0.4 0.0 -0.2 0.00
O -0.4325 -2.5966 2.0582 -0.1 -0.2 0.0 0.07
C -2.5638 -1.7935 2.8263 -0.2 0.3 0.0 0.01
O -3.5530 -1.9183 3.5110 0.0 -0.1 -0.1 0.03
O -2.2185 -0.7224 2.1633 0.1 -0.2 0.1 0.15
C -1.4082 -5.7144 -1.3614 0.0 0.0 0.0 0.01
C -0.2056 -5.2458 -1.8681 0.0 0.0 0.0 0.00
C 0.1284 -3.9031 -1.7325 0.0 0.0 0.0 0.02
C -0.7311 -3.0071 -1.0960 0.0 -0.1 0.0 0.03
C -1.9329 -3.5025 -0.5831 0.0 -0.1 0.0 -0.02
C -2.2722 -4.8394 -0.7143 0.0 0.0 0.0 0.00
Si -0.2444 -1.2023 -0.9173 0.0 -0.1 -0.5 0.05
C -1.4946 -0.1240 -1.8124 -0.1 0.1 0.0 -0.03
C -2.8130 -0.0016 -1.3643 0.0 0.1 0.0 0.04
C -3.7242 0.8006 -2.0355 0.0 0.0 0.0 0.00
C -3.3326 1.5023 -3.1694 0.0 0.0 0.0 0.00
C -2.0246 1.4019 -3.6219 0.0 0.0 0.0 0.00
C -1.1150 0.5993 -2.9434 -0.1 0.0 -0.1 0.03
H -1.6678 -6.7616 -1.4589 0.0 0.0 0.0 0.00
H 0.4771 -5.9259 -2.3635 0.0 0.0 0.0 0.00
H 1.0744 -3.5486 -2.1279 0.0 0.0 0.0 0.00
H -2.6081 -2.8425 -0.0485 0.0 0.0 0.0 0.00
H -3.2003 -5.2029 -0.2913 0.0 0.0 0.0 0.00
H 1.0090 -1.0724 -1.7048 0.1 0.1 0.1 0.01
H -3.1263 -0.5067 -0.4569 0.0 0.0 0.0 0.01
H -4.7391 0.8864 -1.6669 0.0 0.0 0.0 0.00
H -4.0435 2.1282 -3.6952 0.0 0.0 0.0 0.00
H -1.7105 1.9527 -4.5008 0.0 0.0 0.0 0.00
H -0.0931 0.5346 -3.3022 0.0 0.0 0.0 0.00
C 1.1252 -0.3525 3.1479 0.2 0.0 -0.3 0.27
C 2.4374 -0.3507 2.5028 -0.1 0.0 0.2 -0.18
C 3.0493 0.8375 2.0702 0.0 0.0 0.0 0.14
C 4.2773 0.8212 1.4467 0.0 0.0 0.0 -0.04
C 4.9349 -0.3912 1.2229 0.2 0.0 -0.1 0.08
C 4.3340 -1.5831 1.6235 0.0 -0.1 0.0 -0.04
C 3.1045 -1.5600 2.2525 0.1 -0.1 -0.1 0.14
C 6.2251 -0.4069 0.5856 -0.2 0.0 0.1 -0.01
N 7.2596 -0.4183 0.0813 0.0 0.0 0.0 0.03
H 0.8105 0.5855 3.5958 0.0 0.0 0.0 0.01
H 0.9397 -1.2157 3.7793 0.0 0.0 0.0 0.00
H 2.5271 1.7748 2.2167 0.0 0.0 0.0 0.01
H 4.7403 1.7441 1.1216 0.0 0.0 0.0 0.00
H 4.8378 -2.5228 1.4384 0.0 0.0 0.0 0.00
H 2.6328 -2.4883 2.5527 0.0 0.0 0.0 0.00
C 1.1193 4.9837 0.9718 0.1 0.1 0.1 0.01
Si -0.0753 4.0428 -0.1123 0.0 -0.1 0.0 -0.02
C 0.4436 4.1334 -1.8980 0.1 0.0 -0.1 0.01
C -1.7905 4.7409 0.0918 -0.1 0.0 0.0 0.01
C -0.0688 2.2931 0.4191 0.1 -0.1 0.1 0.25
C -0.0600 1.1201 0.7763 0.0 0.3 -0.3 -0.33
H 1.1766 6.0345 0.6759 0.0 0.0 0.0 0.00
H 2.1235 4.5574 0.9163 0.0 0.0 0.0 0.00
H 0.7928 4.9401 2.0136 0.0 0.0 0.0 0.00
H 0.4470 5.1661 -2.2571 0.0 0.0 0.0 0.00
H -0.2490 3.5540 -2.5112 0.0 0.0 0.0 0.00
H 1.4431 3.7152 -2.0376 0.0 0.0 0.0 0.00
H -1.8234 5.7876 -0.2222 0.0 0.0 0.0 0.00
H -2.1095 4.6832 1.1346 0.0 0.0 0.0 0.00
H -2.5087 4.1771 -0.5078 0.0 0.0 0.0 0.00

---

(6)
18
Properties=species:S:1:pos:R:3:forces:R:3:nbo_charge:R:1 method="wB97M-V/def2-TZVPD" gap_ev=9.44 smiles="C=C/C=C/CN.O" total_energy_ev=-8899.343 multiplicity=1 relative_energy_kj_mol=227.2
C 2.9986 1.6317 0.0148 0.2 -0.2 0.5 -0.37
C 1.7787 1.4163 -0.4835 0.8 -0.1 0.6 -0.22
C 1.1022 0.1158 -0.3647 -0.1 0.6 -0.2 -0.24
C -0.0846 -0.1192 -0.9038 -0.6 -0.1 0.1 -0.17
C -0.8306 -1.4204 -0.9146 0.3 0.2 0.7 -0.27
N -1.4265 -1.6748 -2.2243 -0.3 0.4 -0.4 -0.80
H 3.4722 2.5968 0.1471 -0.2 0.2 -0.6 0.20
H 3.5987 0.8361 0.4449 -0.3 -0.2 0.1 0.18
H 1.3045 2.2563 -0.9765 -0.5 -0.2 0.1 0.21
H 1.5226 -0.6527 0.2769 0.5 0.0 -0.3 0.21
H -0.6570 0.6796 -1.3770 0.4 0.1 -0.2 0.18
H -0.2071 -2.2433 -0.5758 0.4 -0.2 -0.5 0.20
H -1.5713 -1.4222 -0.1026 -0.5 0.2 -0.5 0.20
H -2.1746 -1.0014 -2.3481 -0.5 -0.2 0.2 0.34
H -0.8104 -1.3376 -2.9692 0.4 -0.5 0.4 0.35
O -2.8484 -0.2066 4.1947 0.0 0.1 0.2 -0.95
H -2.6802 0.5103 4.8322 0.0 -0.3 -0.7 0.47
H -2.4869 0.0352 3.3295 0.0 0.2 0.6 0.47

---

(7)
24
Properties=species:S:1:pos:R:3:forces:R:3:nbo_charge:R:1 method="wB97M-V/def2-TZVPD" gap_ev="4.60 / 4.47" total_charge=+3 total_energy_ev=-87440.234 multiplicity=1
Pd 0.1938 2.1914 -0.8900 -0.3 1.6 3.1 1.22
C -2.4541 -2.4406 1.1363 -0.1 0.0 0.3 -0.66
C -1.8547 -1.5683 0.0794 -0.3 -0.3 -0.6 0.04
C -1.8434 -1.9418 -1.2649 0.1 0.3 0.0 -0.03
C -1.2731 -1.0952 -2.2141 0.1 0.4 0.3 -0.18
C -0.7266 0.1091 -1.7895 -0.4 -1.4 -0.6 0.06
Br 0.0493 1.2373 -3.1608 -0.4 -0.4 -0.4 0.33
N -0.7238 0.4997 -0.4810 -0.4 -1.3 -3.5 -0.32
C -1.2844 -0.3442 0.4119 0.5 1.5 1.9 0.07
H -2.8587 -3.3650 0.7109 0.1 0.2 0.0 0.28
H -3.2728 -1.9167 1.6398 0.1 -0.1 0.0 0.28
H -1.6946 -2.7158 1.8751 -0.2 0.1 0.0 0.28
H -2.2752 -2.8879 -1.5821 0.1 0.1 0.1 0.30
H -1.2612 -1.3798 -3.2606 0.0 0.2 0.0 0.30
H -1.2613 0.0046 1.4415 0.0 -0.2 0.0 0.27
N 2.0809 2.3268 1.3797 0.3 -0.4 -0.4 -0.70
C 2.5168 1.5266 0.3886 4.5 0.9 6.8 0.77
N 3.7122 0.9568 0.6316 -1.7 -0.1 -1.8 -0.70
O 1.8851 1.3349 -0.6378 -2.2 -0.8 -4.1 -0.48
H 2.5995 2.4866 2.2266 0.1 0.2 0.3 0.47
H 1.1879 2.7822 1.2521 1.2 0.5 1.0 0.31
H 4.2349 1.1129 1.4765 0.2 0.2 0.2 0.46
H 4.0896 0.3449 -0.0786 0.3 -0.1 0.1 0.46
H 0.2339 2.7415 0.7094 -1.8 -0.9 -2.7 0.15

---

(8)
9
Properties=species:S:1:pos:R:3:forces:R:3:nbo_charge:R:1 method="wB97M-V/def2-TZVPD" gap_ev=10.35 smiles="N=C=NCO" total_energy_ev=-7164.641 multiplicity=1 relative_energy_kj_mol=177.4
N 1.8842 0.4220 -1.5067 0.3 0.2 -0.8 -0.77
C 0.7313 0.3165 -1.1293 -0.3 -0.3 2.3 0.69
N -0.2734 0.2222 -0.4697 -0.5 0.0 0.7 -0.58
C -0.8571 0.1317 0.9090 -2.6 2.3 -1.9 0.12
O -1.0924 -1.1779 1.3222 1.2 -0.4 -1.1 -0.70
H 2.2727 0.2762 -2.4202 -0.2 0.0 -0.1 0.41
H -0.3428 0.7619 1.6192 1.2 -0.3 0.1 0.17
H -1.8794 0.7684 0.8756 1.8 -2.0 -0.2 0.17
H -0.4432 -1.7211 0.7999 -1.0 0.6 0.9 0.48